[1]
The ion C6H8Br2N with charge +1 at a distorted geometry, computed with ωB97M-V with the def2-TZVPD basis set.

Its total energy is -147913.903 eV. For the HOMO-LUMO gap (spin up / spin down), the calculation gives 7.31 / 8.76 eV. The value obtained for the energy relative to the best compared isomer or geometry (same formula, charge and spin) is 332.43 kJ/mol. As for the net charge: +1.

Last column: Löwdin charge in e.
Atoms and positions in Å:
C (-0.309, 1.368, -1.446)  0.189
C (-0.238, -0.718, 0.921)  -0.670
C (-0.344, 1.853, 0.951)  -0.121
H (-0.001, 0.472, 2.609)  0.135
H (-0.469, 1.302, -2.466)  0.052
C (0.742, -0.798, -0.219)  -0.739
C (-0.169, 0.653, 1.525)  -0.176
H (-0.461, -1.913, -1.168)  0.078
C (-0.569, 2.105, -0.426)  -0.200
H (0.762, -3.003, -0.449)  0.189
Br (-2.084, -0.994, 0.203)  0.794
H (1.359, -2.040, -1.558)  0.101
H (-0.959, 3.193, -0.843)  0.201
H (-0.285, -1.640, 1.515)  0.086
H (-0.135, 2.702, 1.692)  0.155
N (0.567, -2.105, -0.968)  0.109
Br (2.594, -0.439, 0.127)  0.817

Forces on atoms 1 to 3 (eV/Å):
0.7 -1.8 1.8
-0.3 0.5 -1.6
1.3 0.3 3.4

---

[2]
An isolated molecule of C6H8BrF3N2 at a distorted geometry, computed with ωB97M-V with the def2-TZVPD basis set.

Its total energy is -87521.917 eV. For the HOMO-LUMO gap (spin up / spin down), the calculation gives 7.99 / 7.99 eV. The value obtained for the energy relative to the best compared isomer or geometry (same formula, charge and spin) is 304.67 kJ/mol.

Last column: Löwdin charge in e.
Atoms and positions in Å:
F (-0.202, -0.470, -3.567)  0.061
C (1.252, -0.783, 0.818)  0.040
N (-0.044, 0.796, -0.344)  -0.131
H (-1.031, 1.838, 1.167)  0.104
N (0.879, -0.229, -0.309)  -0.144
H (1.620, -1.671, -1.579)  0.101
F (0.821, 1.227, -2.755)  0.104
H (-1.211, -0.091, -1.686)  0.061
C (0.921, -0.122, -2.814)  -0.635
C (-0.058, 1.666, 0.762)  -0.234
Br (0.852, 3.274, 2.933)  0.622
H (2.216, -1.036, 0.782)  0.038
H (0.761, -0.490, 1.773)  0.105
C (1.061, -0.808, -1.558)  0.018
H (2.130, 2.050, 1.061)  0.101
C (1.008, 2.195, 1.337)  -0.556
H (-2.039, 1.038, -0.497)  0.067
H (-1.130, 1.605, -1.857)  0.111
C (-1.270, 0.780, -1.132)  0.012
F (1.926, -0.372, -3.618)  0.154

Forces on atoms 1 to 3 (eV/Å):
0.3 -0.3 0.4
-2.6 1.9 1.5
0.1 1.0 2.1

---

[3]
An isolated molecule of C6H8BrN3 at a distorted geometry, computed with ωB97M-V with the def2-TZVPD basis set.

Its total energy is -80858.497 eV. For the HOMO-LUMO gap (spin up / spin down), the calculation gives 6.43 / 6.45 eV. The value obtained for the energy relative to the best compared isomer or geometry (same formula, charge and spin) is 531.57 kJ/mol.

Last column: Löwdin charge in e.
Atoms and positions in Å:
H (0.443, 1.640, 1.011)  0.143
C (2.459, 0.887, 0.383)  -0.103
H (2.049, 2.887, -0.489)  0.099
C (-1.663, -1.225, -0.066)  -0.089
H (-1.225, -2.220, -0.134)  0.125
C (0.963, 1.088, 0.231)  -0.315
C (-3.477, 0.237, 0.312)  -0.479
H (2.919, 1.281, 1.277)  0.098
H (2.855, -0.062, 0.056)  0.098
C (1.948, 1.825, -0.650)  -0.103
Br (-5.267, 0.689, -0.007)  0.644
C (-3.063, -1.051, -0.015)  -0.511
N (0.262, 0.035, -0.357)  0.082
H (-3.539, -3.051, 0.038)  0.090
N (-0.911, -0.166, 0.035)  0.009
H (2.002, 1.517, -1.682)  0.100
H (-4.872, -1.986, -0.054)  0.042
N (-3.888, -2.138, -0.204)  0.069

Forces on atoms 1 to 3 (eV/Å):
0.0 0.0 -0.1
0.0 -0.1 -0.1
-0.1 0.0 0.1

---

[4]
The ion C6H8BrN4 with charge +1 at a distorted geometry, computed with ωB97M-V with the def2-TZVPD basis set.

Its SMILES is C/C=N\C(=[NH2+])n1ccnc1Br. Its total energy is -82345.873 eV. For the HOMO-LUMO gap, the calculation gives 8.70 eV. The value obtained for the energy relative to the best compared isomer or geometry (same formula, charge and spin) is 0.00 kJ/mol. As for the net charge: +1.

Last column: Löwdin charge in e.
Atoms and positions in Å:
N (1.023, 0.278, 0.990)  0.147
H (-1.567, 1.967, -0.382)  0.032
H (-1.663, -3.830, 0.345)  0.105
C (-0.611, -1.932, 0.394)  0.009
H (1.798, 1.252, -1.623)  0.095
H (-0.075, 2.482, 0.142)  0.172
N (-0.712, 1.690, 0.005)  0.259
C (-1.677, -2.787, 0.378)  -0.026
N (-1.151, -0.612, 0.283)  0.003
C (-2.442, -0.818, -0.058)  -0.724
C (2.520, 1.275, -0.795)  -0.028
H (3.429, 0.992, -1.147)  0.048
H (2.635, 2.363, -0.549)  0.120
N (-2.804, -2.038, -0.009)  0.099
H (2.830, 0.121, 1.068)  0.112
Br (-3.660, 0.658, -0.296)  0.853
C (-0.398, 0.504, 0.310)  -0.206
H (0.400, -2.111, 0.515)  0.097
C (2.127, 0.547, 0.429)  -0.168

Forces on atoms 1 to 3 (eV/Å):
-4.7 -0.3 -1.5
-1.9 0.1 -0.6
-0.1 -1.3 0.3

---

[5]
A cluster of 2 separate species, C6H8BrO2 in total at a distorted geometry, computed with ωB97M-V with the def2-TZVPD basis set.

Its total energy is -80487.218 eV. For the HOMO-LUMO gap, the calculation gives 5.97 eV. The value obtained for the energy relative to the best compared isomer or geometry (same formula, charge and spin) is 261.08 kJ/mol. As for the net charge: -1.

Last column: Löwdin charge in e.
Atoms and positions in Å:
O (-2.758, -2.370, -0.022)  0.008
H (1.865, -1.658, 0.961)  0.076
C (2.423, 1.141, -0.212)  -0.632
H (-3.142, 0.933, -0.928)  0.057
Br (1.819, 2.944, -0.269)  0.570
C (-1.537, -0.152, 0.081)  -0.188
H (0.485, 0.212, -0.078)  0.043
C (1.593, 0.119, -0.132)  -0.276
C (-2.363, 1.105, -0.176)  -0.127
H (3.502, 1.077, -0.247)  0.032
H (1.536, -1.916, -0.739)  0.073
H (-1.712, 1.902, -0.545)  0.030
H (3.154, -1.367, -0.233)  0.063
O (-1.874, -0.809, 1.506)  -0.034
C (2.082, -1.286, -0.039)  -0.107
H (-2.839, 1.463, 0.741)  0.063
C (-2.234, -1.337, 0.333)  -0.651

Forces on atoms 1 to 3 (eV/Å):
-0.3 0.0 0.2
0.0 -0.2 0.1
0.0 -0.2 0.0

---

[6]
A structure of composition C6H8CeINOS4Sb at a distorted geometry, computed with ωB97M-V with the def2-TZVPD basis set.

Its total energy is -80788.493 eV. As for the spin multiplicity: 2. For the HOMO-LUMO gap (spin up / spin down), the calculation gives 6.35 / 6.36 eV. The value obtained for the energy relative to the best compared isomer or geometry (same formula, charge and spin) is 0.00 kJ/mol. As for the expectation value of S²: 0.751.

Last column: Löwdin charge in e.
Atoms and positions in Å:
C (4.333, 1.377, -1.812)  -0.908
H (-2.094, -0.852, 4.005)  0.033
Ce (-0.081, 1.177, 0.258)  0.132
N (2.454, 0.454, -0.408)  -0.103
C (4.068, -1.004, -1.729)  -0.102
I (5.662, 2.629, -1.921)  1.196
H (5.721, 0.016, -2.600)  0.092
C (4.684, -0.123, -2.181)  -0.197
S (-0.523, -1.670, -0.892)  -0.083
C (2.838, -0.779, -0.740)  -0.059
S (-3.346, -0.508, -3.477)  -0.035
H (-2.451, -1.253, 2.052)  0.113
S (-2.631, 1.275, -0.390)  -0.105
O (-0.707, -0.624, 2.083)  -0.461
H (-0.200, -1.455, 2.186)  0.059
H (3.122, 2.447, -0.932)  0.010
H (4.328, -2.229, -1.802)  0.184
Sb (-1.624, 0.069, -2.555)  0.193
H (2.039, -1.525, -0.451)  0.039
S (0.248, 1.567, -2.294)  -0.011
C (3.389, 1.514, -0.803)  -0.229
C (-2.189, -0.500, 2.966)  0.038
H (-2.695, 0.951, 2.514)  0.203

Forces on atoms 1 to 3 (eV/Å):
-4.6 -8.7 3.0
0.0 0.6 -0.6
-1.3 -2.0 0.5

---

[7]
A structure of composition C6H8Cl2MnN2O3RuS at a distorted geometry, computed with ωB97M-V with the def2-TZVPD basis set.

Its total energy is -85205.990 eV. As for the spin multiplicity: 10. For the HOMO-LUMO gap (spin up / spin down), the calculation gives 4.87 / 2.48 eV. The value obtained for the energy relative to the best compared isomer or geometry (same formula, charge and spin) is 0.00 kJ/mol. As for the expectation value of S²: 24.832. As for the net charge: +4.

Last column: Löwdin charge in e.
Atoms and positions in Å:
H (-4.973, 0.043, 0.181)  0.145
O (-1.253, 1.226, 2.430)  0.236
H (-2.638, 0.058, -0.798)  0.092
H (-4.691, -4.202, -0.060)  0.158
H (-4.706, -3.487, 1.597)  0.160
Mn (0.000, 0.000, 0.000)  0.512
C (-2.363, -1.924, -0.087)  -0.681
C (7.355, 2.127, -3.556)  -0.132
N (-2.988, -3.097, 0.447)  0.141
H (-3.713, 0.715, 1.277)  0.118
Cl (6.423, -2.006, -3.449)  0.457
N (-3.012, -0.649, -0.152)  0.044
H (-4.276, -0.942, 1.545)  0.110
H (-5.005, -2.474, 0.115)  0.112
O (7.578, 3.255, -3.541)  0.301
S (-0.866, -2.090, -0.738)  0.799
C (-0.777, 0.750, 1.498)  -0.137
Ru (6.993, 0.316, -3.559)  1.184
H (-2.395, -3.917, 0.646)  0.186
C (-4.054, -0.202, 0.752)  -0.017
Cl (-0.657, 1.833, -1.392)  -0.004
C (-4.419, -3.308, 0.539)  0.025
C (8.737, -0.050, -4.047)  -0.155
O (9.823, -0.284, -4.338)  0.344

Forces on atoms 1 to 3 (eV/Å):
0.4 0.0 0.2
1.6 -1.6 -3.5
0.2 -0.3 -0.2

---

[8]
A cluster of 2 separate species, C6H8ClF in total at a distorted geometry, computed with ωB97M-V with the def2-TZVPD basis set.

Its total energy is -21587.043 eV. For the HOMO-LUMO gap (spin up / spin down), the calculation gives 8.04 / 8.04 eV. The value obtained for the energy relative to the best compared isomer or geometry (same formula, charge and spin) is 411.48 kJ/mol.

Last column: Löwdin charge in e.
Atoms and positions in Å:
H (-1.241, 1.698, -0.785)  0.086
C (2.059, 0.147, -1.237)  -0.507
F (2.086, -1.180, -1.336)  -0.080
H (-2.108, -0.717, -0.838)  0.122
H (-0.346, 0.294, -1.687)  0.108
C (-0.832, -0.985, 0.904)  -0.219
C (-0.671, 0.823, -0.755)  -0.181
C (-1.660, -0.135, 0.004)  -0.203
Cl (3.622, 0.582, -0.662)  0.617
H (-2.253, 0.514, 0.550)  0.086
C (0.495, 0.890, 0.208)  -0.200
H (-1.283, -1.424, 1.791)  0.099
C (0.333, -0.083, 1.243)  -0.044
H (-0.345, -1.947, 0.393)  0.152
H (1.090, -0.210, 2.051)  0.114
H (1.053, 1.733, 0.155)  0.050

Forces on atoms 1 to 3 (eV/Å):
-0.2 1.8 -1.1
0.0 -0.9 -0.7
-0.3 0.4 0.2

---

[9]
An isolated molecule of C6H8ClF at a distorted geometry, computed with ωB97M-V with the def2-TZVPD basis set.

Its SMILES is C=CC1([C@H](F)Cl)CC1. Its total energy is -21587.924 eV. For the HOMO-LUMO gap, the calculation gives 10.40 eV. The value obtained for the energy relative to the best compared isomer or geometry (same formula, charge and spin) is 326.46 kJ/mol.

Last column: Löwdin charge in e.
Atoms and positions in Å:
C (0.555, 0.476, 0.652)  -0.638
H (-1.216, -1.947, 0.376)  0.110
H (1.063, 1.434, 0.313)  0.118
H (-1.075, -2.191, -1.301)  0.145
C (-0.569, -1.558, -0.431)  -0.141
H (1.010, 1.113, -1.915)  0.111
H (1.323, -1.846, 0.762)  0.145
H (1.830, -2.078, -1.248)  0.167
C (0.999, -1.636, -0.408)  -0.070
Cl (-0.847, 1.176, 1.497)  0.637
C (-0.866, 0.329, -2.665)  0.045
F (1.233, -0.151, 1.705)  -0.097
H (-0.711, 1.068, -3.474)  0.066
C (0.205, 0.394, -1.856)  -0.130
C (0.160, -0.339, -0.595)  -0.541
H (-1.816, -0.178, -2.482)  0.074

Forces on atoms 1 to 3 (eV/Å):
-0.6 2.1 0.2
1.1 1.0 0.5
0.2 -1.6 0.5

---

[10]
An isolated molecule of C6H8ClF at a distorted geometry, computed with ωB97M-V with the def2-TZVPD basis set.

Its SMILES is C=C[C@@H]1CC[C@]1(F)Cl. Its total energy is -21590.286 eV. For the HOMO-LUMO gap, the calculation gives 10.89 eV. The value obtained for the energy relative to the best compared isomer or geometry (same formula, charge and spin) is 98.63 kJ/mol.

Last column: Löwdin charge in e.
Atoms and positions in Å:
H (-3.179, -1.718, 0.019)  0.054
C (1.785, 0.886, -0.091)  -0.148
Cl (1.709, -1.807, -0.488)  0.672
H (1.888, 1.624, 0.749)  0.144
H (-2.813, -0.314, 1.216)  0.067
H (2.672, 0.759, -0.723)  0.110
C (-0.145, 0.141, 0.226)  -0.313
C (0.448, 1.105, -0.779)  -0.143
H (0.009, 2.098, -0.785)  0.111
H (0.315, 0.749, -1.817)  0.125
H (-1.121, -1.367, -1.128)  0.086
F (1.564, -0.613, 1.790)  0.042
C (-2.473, -0.969, 0.384)  0.009
C (1.229, -0.374, 0.529)  -0.819
H (-0.605, 0.594, 1.116)  0.154
C (-1.283, -0.793, -0.217)  -0.150

Forces on atoms 1 to 3 (eV/Å):
0.2 0.4 0.0
1.2 0.9 0.2
-0.2 0.2 0.4

---

Question: Which value of energy relative to the best compared isomer or geometry (same formula, charge and spin) does entry 3 give?
Answer: 531.57 kJ/mol

---

Question: Which value of energy relative to the best compared isomer or geometry (same formula, charge and spin) does entry 8 give?
Answer: 411.48 kJ/mol